(1)
{
  "formula": "C13H17ClINO2PTi",
  "method": "the ωB97M-V functional and the def2-TZVPD basis",
  "e_above_lowest_kcal_mol": 24.5,
  "e_lumo_ev": -12.62,
  "orbital_gap_ev": 5.4,
  "charge": 3,
  "e_tot_ev": -72340.4746,
  "max_force_ev_per_a": 7.70,
  "species": ["C", "C", "H", "H", "H", "O", "I", "Ti", "P", "C", "C", "H", "H", "H", "C", "H", "H", "H", "H", "H", "H", "C", "O", "Cl", "N", "C", "C", "C", "C", "C", "C", "C", "H", "H", "H", "H", "H"],
  "coordinates": [[-3.68, 2.24, -5.26], [-3.62, 1.00, -4.46], [-4.51, 2.12, -5.99], [-2.73, 2.43, -5.78], [-3.87, 3.11, -4.60], [-4.17, -0.05, -4.57], [-2.13, 1.26, -2.48], [-0.48, 0.65, -0.55], [1.06, -0.82, -1.71], [1.15, -2.56, -1.33], [0.77, -0.75, -3.51], [2.69, 0.90, -1.39], [3.34, -0.49, -2.35], [3.13, -0.63, -0.58], [2.71, -0.19, -1.49], [0.45, 0.26, -3.84], [1.75, -1.02, -3.95], [1.78, -3.02, -2.12], [0.16, -3.05, -1.32], [0.01, -1.49, -3.80], [1.63, -2.72, -0.35], [-1.88, -1.01, -0.61], [-2.60, -1.89, -0.85], [0.24, 2.77, -0.82], [-0.06, 0.40, 1.34], [0.29, 0.16, 2.45], [0.53, 0.14, 3.84], [-0.55, 0.36, 4.70], [-0.33, 0.50, 6.06], [0.95, 0.32, 6.60], [2.05, 0.09, 5.75], [1.85, -0.06, 4.38], [-1.57, 0.39, 4.30], [-1.18, 0.70, 6.71], [1.09, 0.34, 7.68], [3.05, -0.01, 6.17], [2.69, -0.37, 3.71]],
  "lowdin_charge": [-0.005, -0.401, 0.149, 0.133, 0.120, 0.222, 1.007, 0.225, 0.724, -0.200, -0.227, 0.054, 0.095, 0.077, -0.216, 0.032, 0.084, 0.097, 0.066, 0.078, 0.079, -0.154, 0.179, 0.164, 0.051, 0.020, -0.198, 0.013, -0.014, 0.029, -0.005, 0.027, 0.141, 0.136, 0.143, 0.133, 0.141]
}

(2)
{
  "formula": "C4H8FN",
  "method": "the ωB97M-V functional and the def2-TZVPD basis",
  "e_above_lowest_kcal_mol": 89.8,
  "e_lumo_ev": 1.01,
  "orbital_gap_ev": 9.9,
  "e_tot_ev": -8481.1454,
  "max_force_ev_per_a": 4.23,
  "species": ["C", "N", "C", "C", "F", "C", "H", "H", "H", "H", "H", "H", "H", "H"],
  "coordinates": [[-1.19, 1.27, -0.18], [0.09, 0.66, -0.19], [0.43, -0.54, -1.04], [1.04, -1.15, 0.34], [2.32, -0.60, 0.33], [0.10, -0.11, 0.98], [-1.95, 0.45, -0.70], [-1.16, 2.22, -1.07], [-1.43, 1.46, 1.07], [1.36, -0.45, -1.64], [-0.43, -1.00, -1.63], [1.24, -2.32, 0.60], [0.44, 0.53, 1.79], [-0.86, -0.41, 1.32]],
  "lowdin_charge": [-0.153, -0.269, -0.063, -0.214, -0.056, -0.257, 0.105, 0.140, 0.152, 0.105, 0.121, 0.178, 0.122, 0.089]
}

(3)
{
  "formula": "C7H9ClLaN4O5S",
  "method": "the ωB97M-V functional and the def2-TZVPD basis",
  "e_above_lowest_kcal_mol": 4.1,
  "e_lumo_ev": 2.35,
  "orbital_gap_ev": 6.5,
  "charge": -1,
  "e_tot_ev": -47828.9469,
  "max_force_ev_per_a": 1.58,
  "species": ["La", "O", "C", "O", "C", "C", "N", "N", "C", "C", "O", "O", "H", "H", "H", "C", "N", "C", "N", "O", "H", "H", "H", "H", "H", "H", "Cl", "S"],
  "coordinates": [[1.54, 0.42, -1.90], [-0.48, -3.35, 2.64], [0.06, -2.29, 3.23], [-0.09, -2.04, 4.40], [0.84, -1.40, 2.34], [1.54, -0.28, 2.77], [2.14, 0.25, 1.69], [1.85, -0.45, 0.59], [1.06, -1.44, 0.96], [0.51, -2.33, -0.12], [-0.13, -3.33, 0.25], [0.73, -1.96, -1.30], [-0.24, -3.38, 1.67], [1.64, 0.13, 3.76], [2.69, 1.10, 1.57], [-2.24, 0.03, -1.60], [-2.19, 1.48, -1.64], [-1.05, 2.10, -1.28], [-0.93, 3.44, -1.57], [-0.19, 1.52, -0.57], [-3.26, -0.29, -1.79], [-1.95, -0.32, -0.61], [-1.58, -0.41, -2.36], [-2.62, 1.89, -2.47], [-1.27, 3.67, -2.49], [0.04, 3.72, -1.48], [3.34, 2.14, -0.75], [0.26, 1.39, -3.95]],
  "lowdin_charge": [1.259, 0.108, -0.516, 0.074, -0.054, 0.010, 0.018, -0.058, -0.157, -0.578, 0.058, -0.160, 0.004, 0.133, 0.093, -0.087, 0.005, -0.731, 0.143, -0.218, 0.083, 0.083, 0.045, 0.126, 0.078, 0.097, -0.363, -0.495]
}

(4)
{
  "formula": "C35H39BCl2F6N2O3SSiY",
  "method": "the ωB97M-V functional and the def2-TZVPD basis",
  "e_lumo_ev": [2.22, 2.21],
  "orbital_gap_ev": [5.9, 3.6],
  "charge": -1,
  "e_tot_ev": -107840.3957,
  "max_force_ev_per_a": 4.18,
  "species": ["Y", "C", "C", "N", "C", "C", "C", "C", "N", "C", "C", "F", "C", "F", "C", "C", "F", "C", "F", "H", "H", "H", "H", "H", "H", "H", "H", "H", "H", "H", "H", "H", "H", "H", "Cl", "C", "C", "C", "Cl", "C", "O", "C", "C", "O", "C", "H", "H", "H", "F", "B", "F", "C", "Si", "C", "C", "C", "H", "H", "H", "H", "H", "H", "H", "H", "H", "H", "H", "O", "S", "C", "C", "C", "C", "C", "C", "C", "C", "C", "C", "C", "C", "H", "H", "H", "H", "H", "H", "H", "H", "H", "H"],
  "coordinates": [[-0.40, 0.49, 0.83], [-0.56, 5.23, 0.09], [-0.39, 3.83, 0.66], [0.12, 2.80, -0.27], [1.50, 3.07, -0.68], [2.54, 2.87, 0.42], [-0.72, 2.65, -1.47], [-2.18, 2.36, -1.14], [-2.27, 1.29, -0.15], [-3.47, 1.01, 0.38], [-3.56, 0.05, 1.42], [-2.39, -0.56, 1.83], [-4.72, -0.32, 2.05], [-4.67, -1.24, 3.03], [-5.94, 0.23, 1.70], [-5.91, 1.17, 0.69], [-7.06, 1.74, 0.31], [-4.75, 1.56, 0.05], [-4.89, 2.48, -0.94], [-0.99, 5.86, 0.87], [0.39, 5.67, -0.20], [-1.23, 5.25, -0.76], [0.29, 3.86, 1.51], [-1.35, 3.48, 1.06], [1.74, 2.39, -1.50], [1.59, 4.09, -1.09], [2.51, 1.84, 0.78], [3.53, 3.08, 0.03], [2.36, 3.53, 1.27], [-0.68, 3.55, -2.10], [-0.32, 1.82, -2.05], [-2.66, 3.27, -0.77], [-2.69, 2.08, -2.07], [-6.86, -0.05, 2.19], [3.29, 2.30, 6.92], [2.19, 2.06, 5.58], [1.08, 2.89, 5.50], [0.20, 2.67, 4.44], [-1.23, 3.65, 4.33], [0.38, 1.68, 3.47], [-0.54, 1.47, 2.55], [1.60, 0.90, 3.53], [1.97, -0.01, 2.53], [1.37, -0.20, 1.37], [2.47, 1.10, 4.64], [0.89, 3.66, 6.23], [2.88, -0.59, 2.69], [3.36, 0.49, 4.73], [3.04, -2.43, -1.78], [2.05, -1.94, -2.54], [1.67, -2.77, -3.53], [4.25, 1.26, -2.75], [2.79, 0.55, -3.72], [1.79, 1.92, -4.56], [3.46, -0.58, -5.08], [1.66, -0.43, -2.55], [5.07, 1.50, -3.43], [4.61, 0.54, -2.02], [3.98, 2.17, -2.21], [2.36, 2.35, -5.39], [1.54, 2.73, -3.87], [0.86, 1.53, -4.97], [4.05, -0.01, -5.81], [2.65, -1.07, -5.62], [4.10, -1.36, -4.67], [1.71, -0.02, -1.54], [0.63, -0.33, -2.90], [-0.64, -1.33, -0.44], [0.04, -2.64, -0.82], [0.49, -3.46, 0.70], [1.30, -4.59, 0.58], [1.55, -5.38, 1.69], [0.99, -5.05, 2.92], [0.18, -3.92, 3.04], [-0.07, -3.12, 1.94], [-1.28, -3.74, -1.23], [-2.45, -3.78, -0.44], [-3.37, -4.78, -0.66], [-3.16, -5.75, -1.64], [-1.99, -5.71, -2.42], [-1.06, -4.72, -2.22], [1.71, -4.85, -0.39], [2.18, -6.25, 1.60], [1.18, -5.67, 3.79], [-0.25, -3.66, 4.00], [-0.68, -2.23, 2.03], [-2.62, -3.02, 0.31], [-4.28, -4.81, -0.06], [-3.90, -6.53, -1.81], [-1.83, -6.45, -3.19], [-0.15, -4.68, -2.82]],
  "lowdin_charge": [1.434, -0.064, -0.242, -0.214, -0.244, -0.049, -0.190, -0.221, -0.093, -0.180, -0.119, 0.008, -0.233, 0.090, 0.041, -0.233, 0.076, -0.135, 0.056, 0.080, 0.067, 0.067, 0.097, 0.100, 0.073, 0.115, 0.058, 0.074, 0.077, 0.122, 0.106, 0.109, 0.124, 0.125, 0.614, -0.689, -0.160, -0.590, 0.680, -0.361, -0.254, -0.153, -0.196, -0.292, -0.082, 0.092, 0.118, 0.106, 0.194, -0.865, 0.180, -0.160, 0.531, -0.176, -0.174, -0.141, 0.028, 0.040, 0.009, 0.026, 0.011, 0.034, 0.029, 0.038, 0.038, 0.057, 0.078, -0.595, 1.019, -0.355, -0.090, -0.097, -0.109, -0.086, -0.088, -0.394, -0.103, -0.117, -0.140, -0.131, -0.124, 0.110, 0.095, 0.089, 0.102, 0.079, 0.090, 0.094, 0.076, 0.088, 0.093]
}